## A
This record from the Open Molecules 2025 dataset describes a single C21H26N2O5S molecule. The level of theory is the ωB97M-V functional and the def2-TZVPD basis.

Highest occupied orbital energy, eV: -8.55
Gap between HOMO and LUMO, eV: 8.56
SMILES string: CC(C)c1ccc(S(=O)(=O)N2CCN(CC(=O)c3ccc(O)c(O)c3)CC2)cc1

Structure (XYZ):
```
55
C21H26N2O5S (the ωB97M-V functional and the def2-TZVPD basis)
C 3.985 1.273 0.469
C 3.077 1.979 -0.541
C 3.548 3.416 -0.785
C 1.638 1.985 -0.088
C 0.623 1.629 -0.970
C -0.703 1.649 -0.571
C -1.013 2.016 0.723
S -2.718 1.980 1.282
O -3.572 2.179 0.148
O -2.826 2.863 2.405
N -3.047 0.453 1.855
C -2.346 0.003 3.030
C -1.075 -0.773 2.679
N -1.405 -1.866 1.777
C -0.278 -2.756 1.520
C 0.825 -2.062 0.727
O 1.549 -1.256 1.287
C 0.950 -2.305 -0.725
C 0.132 -3.147 -1.475
C 0.328 -3.290 -2.835
C 1.347 -2.605 -3.485
O 1.531 -2.752 -4.811
C 2.186 -1.764 -2.733
O 3.184 -1.116 -3.416
C 1.982 -1.623 -1.381
C -2.027 -1.372 0.558
C -3.301 -0.602 0.909
C -0.023 2.392 1.610
C 1.298 2.379 1.202
H 4.949 1.044 0.017
H 4.167 1.908 1.332
H 3.527 0.352 0.821
H 3.125 1.446 -1.498
H 4.581 3.421 -1.127
H 2.929 3.897 -1.538
H 3.485 3.997 0.132
H 0.868 1.333 -1.980
H -1.501 1.397 -1.252
H -2.116 0.885 3.627
H -3.022 -0.647 3.596
H -0.653 -1.203 3.591
H -0.328 -0.093 2.243
H 0.135 -3.046 2.490
H -0.654 -3.648 1.019
H -0.668 -3.704 -1.016
H -0.303 -3.937 -3.422
H 2.287 -2.209 -5.078
H 3.717 -0.607 -2.795
H 2.621 -0.979 -0.794
H -2.290 -2.226 -0.068
H -1.349 -0.716 -0.012
H -3.737 -0.142 0.023
H -4.028 -1.288 1.357
H -0.305 2.700 2.604
H 2.069 2.672 1.898
```

=====

## B
This record from the Open Molecules 2025 dataset describes a single C21H26N2O5S molecule. The level of theory is the ωB97M-V functional and the def2-TZVPD basis.

Highest occupied orbital energy, eV: -8.25
Gap between HOMO and LUMO, eV: 8.77
SMILES string: COc1cc2c(cc1OC)CN(C(=O)CNS(=O)(=O)c1ccc(C)c(C)c1)CC2

Structure (XYZ):
```
55
C21H26N2O5S (the ωB97M-V functional and the def2-TZVPD basis)
C -1.003 2.080 4.582
O -0.216 0.950 4.302
C 0.463 0.909 3.124
C 0.420 1.888 2.146
C 1.154 1.743 0.975
C 1.942 0.619 0.790
C 1.981 -0.381 1.752
C 1.247 -0.252 2.919
O 1.202 -1.170 3.919
C 1.910 -2.375 3.754
C 2.665 0.539 -0.525
N 1.700 0.778 -1.584
C 1.315 -0.104 -2.520
O 0.428 0.159 -3.318
C 2.032 -1.454 -2.613
N 1.236 -2.389 -3.369
S 0.153 -3.236 -2.408
O 0.933 -3.841 -1.364
O -0.609 -4.075 -3.282
C -0.898 -1.990 -1.675
C -0.625 -1.543 -0.400
C -1.378 -0.504 0.118
C -2.382 0.093 -0.634
C -3.156 1.242 -0.065
C -2.662 -0.384 -1.922
C -3.746 0.234 -2.748
C -1.908 -1.432 -2.430
C 0.910 2.000 -1.478
C 1.138 2.730 -0.152
H -0.403 2.996 4.603
H -1.426 1.905 5.570
H -1.818 2.196 3.859
H -0.184 2.771 2.277
H 2.587 -1.255 1.577
H 2.989 -2.201 3.678
H 1.567 -2.929 2.874
H 1.704 -2.959 4.649
H 3.152 -0.423 -0.658
H 3.435 1.321 -0.580
H 3.001 -1.318 -3.107
H 2.184 -1.920 -1.639
H 0.747 -1.929 -4.128
H 0.159 -2.012 0.170
H -1.171 -0.146 1.115
H -4.211 0.987 0.022
H -3.080 2.114 -0.713
H -2.780 1.505 0.920
H -3.851 -0.291 -3.692
H -4.699 0.202 -2.220
H -3.515 1.278 -2.957
H -2.092 -1.823 -3.418
H -0.143 1.715 -1.575
H 1.154 2.654 -2.322
H 2.097 3.256 -0.185
H 0.353 3.474 -0.016
```

=====

Winner for stability: B

=====

## A
This record from the Open Molecules 2025 dataset describes a single CH5N molecule. The level of theory is the ωB97M-V functional and the def2-TZVPD basis.

Highest occupied orbital energy, eV: -9.24
Gap between HOMO and LUMO, eV: 10.52
SMILES string: CN

Structure (XYZ):
```
7
CH5N (the ωB97M-V functional and the def2-TZVPD basis)
C -0.575 -0.023 -0.032
N 0.894 -0.011 -0.168
H -1.001 0.922 -0.628
H -0.921 -0.835 -0.533
H -0.939 -0.032 0.944
H 1.341 0.794 0.310
H 1.201 -0.815 0.108
```

=====

## B
This record from the Open Molecules 2025 dataset describes a single CH5N molecule. The level of theory is the ωB97M-V functional and the def2-TZVPD basis.

Highest occupied orbital energy, eV: -9.35
Gap between HOMO and LUMO, eV: 10.63
SMILES string: CN

Structure (XYZ):
```
7
CH5N (the ωB97M-V functional and the def2-TZVPD basis)
C -0.432 0.378 0.050
N 0.758 -0.456 0.224
H -0.567 0.839 -0.925
H -0.443 1.160 0.807
H -1.302 -0.242 0.254
H 0.510 -1.423 0.045
H 1.477 -0.256 -0.456
```

=====

Winner for stability: B

=====

## A
This record from the Open Molecules 2025 dataset describes a single C3H5BO2 molecule. The level of theory is the ωB97M-V functional and the def2-TZVPD basis.

Highest occupied orbital energy, eV: -9.56
Gap between HOMO and LUMO, eV: 10.22
SMILES string: OB1C=CCO1

Structure (XYZ):
```
11
C3H5BO2 (the ωB97M-V functional and the def2-TZVPD basis)
O 2.512 0.341 -0.085
B 1.242 0.156 0.254
C -0.266 1.397 0.149
C -1.225 0.505 -0.002
C -0.869 -1.000 -0.100
O 0.621 -1.002 0.205
H 2.890 -0.521 -0.239
H -0.343 2.423 0.067
H -2.227 0.741 0.133
H -1.344 -1.595 0.639
H -0.992 -1.444 -1.020
```

=====

## B
This record from the Open Molecules 2025 dataset describes a single C3H5BO2 molecule. The level of theory is the ωB97M-V functional and the def2-TZVPD basis.

Highest occupied orbital energy, eV: -8.94
Gap between HOMO and LUMO, eV: 9.22
SMILES string: OB(O)C1=CC1

Structure (XYZ):
```
11
C3H5BO2 (the ωB97M-V functional and the def2-TZVPD basis)
O 1.669 -0.963 0.676
B 1.087 0.110 0.111
O 1.829 0.998 -0.599
C -0.437 0.197 0.065
C -1.601 0.654 0.532
C -1.748 -0.348 -0.504
H 2.601 -1.159 0.805
H 2.681 0.706 -0.562
H -1.971 1.332 1.109
H -1.949 -1.318 -0.052
H -2.160 -0.208 -1.582
```

=====

Winner for stability: A

=====

## A
This record from the Open Molecules 2025 dataset describes a single C6H13N3 molecule. The level of theory is the ωB97M-V functional and the def2-TZVPD basis.

Highest occupied orbital energy, eV: -8.94
Gap between HOMO and LUMO, eV: 10.02
SMILES string: C=C1[C@H](C)[C@]1(N)N(C)N

Structure (XYZ):
```
22
C6H13N3 (the ωB97M-V functional and the def2-TZVPD basis)
C 0.520 2.565 0.206
C 0.175 1.402 -0.297
C -0.744 0.683 -1.199
C -2.180 0.588 -0.815
C 0.404 0.006 -0.386
N 1.615 -0.421 -1.082
N 0.109 -0.771 0.868
C -0.168 -2.189 0.634
N 1.153 -0.605 1.856
H 1.287 2.623 0.972
H 0.022 3.480 -0.093
H -0.602 0.782 -2.266
H -2.627 -0.316 -1.240
H -2.326 0.568 0.270
H -2.734 1.446 -1.210
H 1.739 0.124 -1.931
H 2.401 -0.174 -0.484
H -0.835 -2.325 -0.224
H 0.742 -2.776 0.453
H -0.677 -2.622 1.503
H 1.931 -1.242 1.683
H 0.793 -0.825 2.784
```

=====

## B
This record from the Open Molecules 2025 dataset describes a single C6H13N3 molecule. The level of theory is the ωB97M-V functional and the def2-TZVPD basis.

Highest occupied orbital energy, eV: -8.36
Gap between HOMO and LUMO, eV: 9.47
SMILES string: CC1N2[C@H](C)N[C@@H](C)N12

Structure (XYZ):
```
22
C6H13N3 (the ωB97M-V functional and the def2-TZVPD basis)
C 2.750 0.727 0.409
C 1.173 0.735 0.374
N 0.605 -0.562 0.272
C -0.806 -0.879 0.630
C -0.827 -2.440 0.987
N -1.407 -0.707 -0.697
C -0.737 0.469 -1.296
C -1.373 1.822 -0.797
N 0.677 0.284 -0.892
H 3.261 1.637 0.801
H 3.154 0.762 -0.617
H 3.165 -0.154 0.884
H 0.715 1.555 0.842
H -1.347 -0.303 1.377
H -0.415 -3.165 0.222
H -1.842 -2.782 1.289
H -0.348 -2.400 1.876
H -1.005 -1.483 -1.206
H -0.715 0.551 -2.355
H -2.392 1.916 -1.267
H -1.574 1.877 0.309
H -0.712 2.541 -1.144
```

=====

Winner for stability: A